C9H6Cl2InLaN2O4 as an isolated structure, computed with ωB97M-V with the def2-TZVPD basis set.

Positions of all 25 atoms, in Å:
1 La 0.3737 -0.1474 -4.8720
2 In -0.1903 0.9676 -1.4653
3 Cl -1.5332 1.5728 -4.2514
4 Cl 2.4083 0.2150 -3.3365
5 C -0.5358 -1.0696 -0.0312
6 C 0.4000 1.3793 -6.8230
7 C 0.5188 -1.1775 -7.1308
8 O -0.6336 -1.3373 1.0903
9 O 0.1649 1.9228 -7.8199
10 O 0.5278 -1.4381 -8.2649
11 N 1.5302 2.7711 5.8262
12 C 0.4055 3.1263 5.1297
13 O -0.3895 3.9537 5.5656
14 C 0.2315 2.4968 3.7727
15 C 1.2458 1.7695 3.1392
16 C 1.0558 1.3423 1.8222
17 N -0.0377 1.6568 1.1054
18 C -1.0519 2.3002 1.7227
19 C -0.9520 2.7378 3.0521
20 H 1.6358 3.1511 6.7556
21 H 2.1085 1.9786 5.5910
22 H 2.1924 1.5314 3.6312
23 H 1.8150 0.7274 1.3342
24 H -1.9528 2.4513 1.1136
25 H -1.7745 3.2885 3.5111

Values from the calculation:
charge = +4
calculated total energy = -51633.1150 eV